# 1
Density functional theory data (wB97M-V/def2-TZVPD) for 2 unconnected molecules or ions with the total composition C4H5FN2O.

```
! wB97M-V def2-TZVPD RIJCOSX def2/J DEFGRID3
* xyz 0 3
C 1.886 0.325 -0.230
C 1.944 -0.190 0.961
C -2.077 0.723 1.044
C -1.427 -0.767 -0.819
N 1.688 0.686 -1.379
N -1.736 0.421 -0.075
O -2.402 1.229 2.041
F 1.206 0.389 1.973
H 2.746 -0.893 1.384
H -0.559 -1.339 -0.472
H -2.235 -1.493 -0.734
H -1.375 -0.440 -1.872
H 2.341 1.350 -1.822
*
```

Its energy is -439.84182 hartree. For the largest force on an atom, the calculation gives 0.0587 hartree/bohr. Its LUMO energy (spin up / spin down) is 0.74 / -2.31 eV. Its molecular weight is 116.09 g/mol. The calculation puts the HOMO energy (spin up / spin down) at -6.28 / -10.07 eV.

Results of the Löwdin charge analysis, in e, for atoms 1 through 6: C -0.202; C -0.122; C -0.343; C -0.119; N 0.124; N 0.065

# 2
Density functional theory data (wB97M-V/def2-TZVPD) for 2 unconnected molecules or ions with the total composition C8H9Br2.

```
! wB97M-V def2-TZVPD RIJCOSX def2/J DEFGRID3
* xyz 0 2
Br -0.760 2.801 3.572
H -0.968 1.323 3.355
C -1.432 -0.207 0.289
C -2.456 0.856 -0.090
C -0.060 -0.298 -0.036
C 1.141 0.275 0.499
C 2.390 0.012 -0.139
C 2.466 -0.829 -1.317
C 1.300 -1.408 -1.788
C 0.129 -1.179 -1.200
Br -2.051 -1.304 1.957
H -1.975 1.755 -0.439
H -2.965 0.542 -1.035
H -3.180 1.123 0.665
H 1.049 0.855 1.391
H 3.292 0.445 0.292
H 3.473 -0.971 -1.741
H 1.415 -2.084 -2.690
H -0.808 -1.708 -1.546
*
```

Its energy is -5458.17265 hartree. For the largest force on an atom, the calculation gives 0.0866 hartree/bohr. Its LUMO energy (spin up / spin down) is -0.04 / -0.07 eV. Its molecular weight is 264.97 g/mol. The calculation puts the HOMO energy (spin up / spin down) at -8.23 / -9.26 eV.

Results of the Löwdin charge analysis, in e, for atoms 1 through 6: Br 0.243; H -0.253; C -0.512; C -0.128; C -0.294; C -0.012

# 3
Density functional theory data (wB97M-V/def2-TZVPD) for a molecular structure, ClH4NSi.

```
! wB97M-V def2-TZVPD RIJCOSX def2/J DEFGRID3
* xyz 0 1
N 0.248 1.165 -1.293
Si -0.718 0.928 -0.046
Cl -2.129 -0.350 -0.624
H 1.513 -2.784 1.358
H 0.889 1.910 -1.551
H -1.282 1.298 1.316
H 1.479 -2.167 0.840
*
```

Its energy is -806.79400 hartree. For the largest force on an atom, the calculation gives 0.0378 hartree/bohr. Its LUMO energy is -0.05 eV. Its molecular weight is 81.58 g/mol. The calculation puts the HOMO energy at -9.93 eV.

Results of the Löwdin charge analysis, in e, for atoms 1 through 6: N -0.230; Si 0.077; Cl 0.263; H 0.015; H -0.055; H -0.073

# 4
Density functional theory data (wB97M-V/def2-TZVPD) for 2 unconnected molecules or ions with the total composition C4H13N2O.

```
! wB97M-V def2-TZVPD RIJCOSX def2/J DEFGRID3
* xyz 1 1
C -0.536 -0.749 -1.869
C 1.702 0.318 0.449
C -0.665 0.008 -0.529
C 0.447 -0.439 0.398
N 0.361 -1.602 0.956
N -0.650 1.452 -0.665
O -0.596 0.755 2.082
H -0.594 -1.824 -1.731
H 0.398 -0.505 -2.367
H -1.358 -0.447 -2.514
H 1.497 1.386 0.443
H 2.272 0.104 -0.458
H 2.306 0.052 1.312
H -1.615 -0.286 -0.071
H 1.095 -1.961 1.554
H -0.493 -2.145 0.907
H -0.035 1.752 -1.415
H -0.583 1.660 1.746
H -1.578 1.807 -0.865
H -1.375 0.664 2.639
*
```

Its energy is -344.72610 hartree. For the largest force on an atom, the calculation gives 0.0131 hartree/bohr. Its LUMO energy is -3.66 eV. Its molecular weight is 105.16 g/mol. The calculation puts the HOMO energy at -13.98 eV.

Results of the Löwdin charge analysis, in e, for atoms 1 through 6: C -0.020; C 0.016; C -0.393; C -0.293; N 0.251; N 0.050

# 5
Density functional theory data (wB97M-V/def2-TZVPD) for a molecular structure, C55H48IN2OP3Pd.

```
! wB97M-V def2-TZVPD RIJCOSX def2/J DEFGRID3
* xyz 2 1
Pd -0.235 0.433 -0.145
C -0.254 -3.146 1.305
C 0.144 -1.987 2.233
P -0.549 -0.324 1.998
C -2.260 -0.328 2.593
C -2.865 0.866 2.993
C -4.162 0.873 3.479
C -4.879 -0.315 3.569
C -4.287 -1.509 3.184
C -2.986 -1.517 2.698
C 0.325 0.728 3.169
C 0.175 2.115 3.102
C 0.771 2.931 4.051
C 1.537 2.367 5.064
C 1.700 0.990 5.133
C 1.094 0.169 4.191
C -0.103 -2.903 -0.199
P -1.361 -1.742 -0.815
C -2.947 -2.600 -0.503
C -3.016 -3.990 -0.381
C -4.240 -4.628 -0.222
C -5.414 -3.886 -0.187
C -5.360 -2.507 -0.324
C -4.135 -1.871 -0.480
C -1.235 -1.885 -2.634
C -2.129 -1.159 -3.423
C -2.136 -1.311 -4.801
C -1.237 -2.183 -5.412
C -0.329 -2.887 -4.642
C -0.326 -2.738 -3.256
H -1.272 -3.459 1.499
H 0.373 -3.992 1.589
H 1.220 -1.829 2.170
H -0.078 -2.270 3.264
H -2.323 1.802 2.950
H -4.609 1.806 3.797
H -5.891 -0.311 3.957
H -4.832 -2.442 3.267
H -2.551 -2.463 2.427
H -0.400 2.567 2.302
H 0.640 4.005 3.998
H 2.007 3.002 5.805
H 2.289 0.549 5.928
H 1.219 -0.901 4.273
H -0.153 -3.855 -0.726
H 0.862 -2.461 -0.430
H -2.121 -4.599 -0.414
H -4.276 -5.707 -0.137
H -6.367 -4.385 -0.065
H -6.272 -1.924 -0.308
H -4.116 -0.795 -0.614
H -2.836 -0.480 -2.958
H -2.849 -0.759 -5.402
H -1.253 -2.315 -6.488
H 0.374 -3.565 -5.112
H 0.388 -3.306 -2.673
I 0.195 1.492 -2.593
C 1.476 0.287 -3.682
C 1.047 0.149 -4.968
C 1.866 -0.486 -5.925
C 3.101 -0.901 -5.548
C 3.559 -0.750 -4.211
C 4.887 -1.142 -3.913
C 5.386 -0.997 -2.660
C 4.536 -0.538 -1.633
C 3.232 -0.159 -1.847
P 2.295 0.220 -0.302
C 2.811 1.911 0.147
C 4.144 2.326 0.165
C 4.465 3.626 0.520
C 3.460 4.534 0.854
C 2.132 4.133 0.838
C 1.827 2.822 0.487
C 3.108 -0.839 0.924
C 3.503 -0.316 2.151
C 4.053 -1.152 3.120
C 4.201 -2.508 2.873
C 3.810 -3.037 1.643
C 3.270 -2.206 0.676
C 2.726 -0.192 -3.198
H 0.084 0.538 -5.268
H 1.518 -0.603 -6.944
H 3.776 -1.347 -6.270
H 5.496 -1.551 -4.713
H 6.408 -1.269 -2.430
H 4.938 -0.527 -0.628
H 4.940 1.640 -0.101
H 5.503 3.939 0.530
H 3.718 5.552 1.121
H 1.343 4.835 1.094
H 0.809 2.450 0.463
H 3.388 0.740 2.360
H 4.373 -0.733 4.068
H 4.635 -3.155 3.627
H 3.941 -4.093 1.436
H 2.998 -2.623 -0.288
N -1.441 6.208 -1.545
C -2.035 5.845 -0.378
O -2.161 6.579 0.578
C -2.508 4.418 -0.284
C -3.828 4.135 0.048
C -4.194 2.820 0.260
C -3.224 1.832 0.182
N -1.954 2.088 -0.130
C -1.616 3.368 -0.374
H -1.155 7.168 -1.648
H -1.522 5.641 -2.370
H -4.547 4.941 0.146
H -5.213 2.554 0.512
H -3.462 0.800 0.402
H -0.575 3.564 -0.614
*
```

Its energy is -3758.67858 hartree. For the largest force on an atom, the calculation gives 0.0192 hartree/bohr. Its LUMO energy is -6.35 eV. Its molecular weight is 1079.25 g/mol. The calculation puts the HOMO energy at -12.72 eV.

Results of the Löwdin charge analysis, in e, for atoms 1 through 6: Pd 0.177; C -0.254; C -0.300; P 0.979; C -0.328; C -0.106

# 6
Density functional theory data (wB97M-V/def2-TZVPD) for a molecular structure, C4H6O2.

```
! wB97M-V def2-TZVPD RIJCOSX def2/J DEFGRID3
* xyz 0 1
C -1.561 -0.050 0.430
C -0.334 -0.011 -0.392
C 0.850 -0.978 -0.026
C 0.606 1.038 -0.018
H -1.348 -0.204 1.486
H -0.540 -0.192 -1.548
H 0.738 -1.520 0.892
H 1.104 -1.666 -0.840
H 0.869 1.817 -0.822
H 0.499 1.634 0.891
O -2.639 0.031 -0.170
O 1.756 0.100 0.116
*
```

Its energy is -306.40782 hartree. For the largest force on an atom, the calculation gives 0.0966 hartree/bohr. Its LUMO energy is 0.65 eV. Its molecular weight is 86.09 g/mol. The calculation puts the HOMO energy at -10.06 eV.

Results of the Löwdin charge analysis, in e, for atoms 1 through 6: C -0.201; C -0.254; C -0.162; C -0.148; H 0.133; H 0.195

# 7
Density functional theory data (wB97M-V/def2-TZVPD) for a molecular structure, C25H69N22O12PS2Si2.

```
! wB97M-V def2-TZVPD RIJCOSX def2/J DEFGRID3
* xyz 0 1
C -4.837 1.055 -2.917
C -5.631 0.015 -2.091
N -4.854 -1.092 -1.517
C -4.071 -1.881 -2.487
C -4.785 -2.107 -3.821
C -4.081 -0.684 -0.415
S -2.662 0.108 -0.486
S -4.797 -1.152 1.142
C -3.430 -1.269 2.309
C -2.989 -2.712 2.639
C -2.846 -2.912 4.171
Si -1.130 -2.478 4.760
O -0.042 -3.729 4.510
Si 1.477 -3.296 3.964
C 2.366 -2.356 5.353
C 3.198 -1.138 4.967
C 2.991 -0.365 3.833
C 3.771 0.755 3.579
C 4.768 1.138 4.454
C 5.000 0.371 5.589
C 4.218 -0.742 5.833
P 2.493 -5.257 3.526
N 4.146 -4.820 3.743
O 2.026 -6.199 4.849
H -4.625 1.925 -2.292
H -3.884 0.676 -3.283
H -5.452 1.403 -3.748
H -6.473 -0.365 -2.664
H -6.082 0.540 -1.245
H -3.082 -1.460 -2.680
H -3.903 -2.861 -2.029
H -4.487 -1.326 -4.523
H -5.869 -2.131 -3.735
H -4.441 -3.043 -4.261
H -2.563 -0.708 1.959
H -3.758 -0.771 3.223
H -1.999 -2.863 2.194
H -3.642 -3.459 2.190
H -3.590 -2.347 4.737
H -3.037 -3.969 4.392
H -0.659 -1.216 4.146
H -1.190 -2.240 6.225
H 1.336 -2.506 2.728
H 3.064 -3.073 5.803
H 1.670 -2.078 6.149
H 2.203 -0.607 3.134
H 3.593 1.338 2.683
H 5.358 2.026 4.265
H 5.775 0.623 6.302
H 4.399 -1.321 6.734
H 4.330 -4.470 4.682
H 4.714 -5.653 3.627
H 2.016 -5.637 5.636
C -0.798 0.654 -4.389
O -1.657 -0.220 -4.314
N -0.874 1.840 -3.753
N 0.329 0.479 -5.163
H -0.161 2.567 -3.815
H -1.686 1.994 -3.183
H 0.423 -0.398 -5.641
H 1.051 1.172 -5.256
C -3.371 -7.345 4.469
O -3.951 -6.277 4.386
N -3.873 -8.402 5.175
N -2.170 -7.578 3.861
H -3.409 -9.288 5.252
H -4.754 -8.268 5.634
H -1.769 -6.829 3.328
H -1.692 -8.457 3.919
C -2.865 2.528 3.427
O -1.948 1.775 3.720
N -2.861 3.853 3.744
N -3.974 2.086 2.756
H -3.604 4.480 3.510
H -2.067 4.219 4.235
H -4.000 1.115 2.505
H -4.746 2.672 2.505
C 0.974 -10.363 5.033
O 0.046 -11.058 4.648
N 1.062 -9.038 4.735
N 1.993 -10.863 5.799
H 1.803 -8.430 5.035
H 0.331 -8.652 4.174
H 1.953 -11.836 6.035
H 2.762 -10.311 6.126
C -0.046 2.584 -8.231
O 1.096 2.680 -7.802
N -0.997 1.833 -7.610
N -0.448 3.217 -9.377
H -1.935 1.734 -7.946
H -0.715 1.363 -6.760
H 0.231 3.779 -9.856
H -1.373 3.154 -9.758
C 1.893 4.619 -3.265
O 0.890 4.008 -3.634
N 2.165 5.879 -3.707
N 2.795 4.104 -2.403
H 2.972 6.394 -3.404
H 1.521 6.294 -4.352
H 2.631 3.186 -2.027
H 3.618 4.606 -2.115
C -2.023 7.436 5.335
O -2.014 6.318 4.851
N -0.906 8.221 5.378
N -3.150 7.992 5.872
H -0.889 9.142 5.770
H -0.064 7.839 4.990
H -3.985 7.437 5.858
H -3.180 8.909 6.274
C -0.526 2.264 -13.166
O -1.140 3.191 -12.666
N 0.247 1.420 -12.420
N -0.564 1.998 -14.508
H 0.761 0.651 -12.805
H 0.291 1.594 -11.431
H -1.124 2.602 -15.078
H -0.067 1.242 -14.937
C 5.715 6.778 -1.046
O 4.706 6.177 -1.381
N 6.024 8.017 -1.528
N 6.605 6.251 -0.159
H 6.845 8.525 -1.263
H 5.384 8.430 -2.180
H 6.398 5.341 0.211
H 7.439 6.721 0.136
C 4.565 0.977 -1.300
O 4.012 1.926 -0.770
N 5.372 0.121 -0.603
N 4.421 0.694 -2.629
H 5.833 -0.667 -1.016
H 5.491 0.298 0.376
H 3.838 1.305 -3.170
H 4.863 -0.083 -3.081
*
```

Its energy is -4818.74521 hartree. For the largest force on an atom, the calculation gives 0.0247 hartree/bohr. Its LUMO energy is 0.40 eV. Its molecular weight is 1021.25 g/mol. The calculation puts the HOMO energy at -7.68 eV.

Results of the Löwdin charge analysis, in e, for atoms 1 through 6: C -0.092; C -0.237; N -0.245; C -0.253; C -0.077; C -1.069

# 8
Density functional theory data (wB97M-V/def2-TZVPD) for 2 unconnected molecules or ions with the total composition C10H16O.

```
! wB97M-V def2-TZVPD RIJCOSX def2/J DEFGRID3
* xyz 0 1
C -1.035 -1.465 -2.184
C -1.889 -2.732 -1.968
C -0.106 -1.113 -1.028
C 0.943 -0.212 -1.337
C -0.264 -1.521 0.276
C 1.650 0.390 -0.301
C 0.523 -1.043 1.310
C 1.525 -0.168 0.975
O 2.256 0.371 2.013
H -0.446 -1.533 -3.097
H -1.738 -0.635 -2.287
H -1.563 -3.547 -2.616
H 1.169 -0.038 -2.380
H -1.037 -2.190 0.648
H 2.299 1.227 -0.522
H 0.303 -1.170 2.358
H 3.046 0.839 1.751
H -2.874 -2.603 -2.443
H -2.015 -2.922 -0.914
C -1.184 3.764 1.563
C -1.548 2.675 0.566
H -2.013 4.315 2.001
H -0.497 3.542 2.386
H -0.549 4.514 1.066
H -2.562 2.288 0.670
H -0.875 1.827 0.479
H -1.578 3.190 -0.400
*
```

Its energy is -465.83925 hartree. For the largest force on an atom, the calculation gives 0.0462 hartree/bohr. Its LUMO energy is 0.86 eV. Its molecular weight is 152.24 g/mol. The calculation puts the HOMO energy at -8.36 eV.

Results of the Löwdin charge analysis, in e, for atoms 1 through 6: C -0.198; C -0.094; C -0.232; C -0.036; C -0.051; C -0.025

# 9
Density functional theory data (wB97M-V/def2-TZVPD) for 2 unconnected molecules or ions with the total composition C4H13NO.

```
! wB97M-V def2-TZVPD RIJCOSX def2/J DEFGRID3
* xyz 0 1
C -2.181 -3.381 -0.624
C -1.832 -2.946 -2.068
C -0.620 -3.693 -2.634
H -2.411 -4.444 -0.590
H -3.154 -2.951 -0.366
H -1.400 -3.053 0.051
H -1.873 -1.856 -2.115
H -2.726 -3.155 -2.663
H -0.263 -4.366 -1.858
H -0.853 -4.378 -3.447
H 0.183 -3.011 -2.895
N 2.482 4.252 1.434
C 2.337 5.171 2.540
O 1.135 4.943 3.288
H 2.968 3.429 1.763
H 1.578 4.089 1.033
H 3.232 5.012 3.142
H 2.219 6.210 2.257
H 1.179 4.128 3.751
*
```

Its energy is -290.16226 hartree. For the largest force on an atom, the calculation gives 0.0309 hartree/bohr. Its LUMO energy is 0.97 eV. Its molecular weight is 91.15 g/mol. The calculation puts the HOMO energy at -9.66 eV.

Results of the Löwdin charge analysis, in e, for atoms 1 through 6: C -0.132; C -0.319; C -0.116; H 0.067; H 0.064; H 0.067

Q: Which value of molecular weight does entry 2 give?
A: 264.97 g/mol

What did the sixth record say?
Density functional theory data (wB97M-V/def2-TZVPD) for a molecular structure, C4H6O2.

```
! wB97M-V def2-TZVPD RIJCOSX def2/J DEFGRID3
* xyz 0 1
C -1.561 -0.050 0.430
C -0.334 -0.011 -0.392
C 0.850 -0.978 -0.026
C 0.606 1.038 -0.018
H -1.348 -0.204 1.486
H -0.540 -0.192 -1.548
H 0.738 -1.520 0.892
H 1.104 -1.666 -0.840
H 0.869 1.817 -0.822
H 0.499 1.634 0.891
O -2.639 0.031 -0.170
O 1.756 0.100 0.116
*
```

Its energy is -306.40782 hartree. For the largest force on an atom, the calculation gives 0.0966 hartree/bohr. Its LUMO energy is 0.65 eV. Its molecular weight is 86.09 g/mol. The calculation puts the HOMO energy at -10.06 eV.

Results of the Löwdin charge analysis, in e, for atoms 1 through 6: C -0.201; C -0.254; C -0.162; C -0.148; H 0.133; H 0.195

Repeat the ninth record exactly.
Density functional theory data (wB97M-V/def2-TZVPD) for 2 unconnected molecules or ions with the total composition C4H13NO.

```
! wB97M-V def2-TZVPD RIJCOSX def2/J DEFGRID3
* xyz 0 1
C -2.181 -3.381 -0.624
C -1.832 -2.946 -2.068
C -0.620 -3.693 -2.634
H -2.411 -4.444 -0.590
H -3.154 -2.951 -0.366
H -1.400 -3.053 0.051
H -1.873 -1.856 -2.115
H -2.726 -3.155 -2.663
H -0.263 -4.366 -1.858
H -0.853 -4.378 -3.447
H 0.183 -3.011 -2.895
N 2.482 4.252 1.434
C 2.337 5.171 2.540
O 1.135 4.943 3.288
H 2.968 3.429 1.763
H 1.578 4.089 1.033
H 3.232 5.012 3.142
H 2.219 6.210 2.257
H 1.179 4.128 3.751
*
```

Its energy is -290.16226 hartree. For the largest force on an atom, the calculation gives 0.0309 hartree/bohr. Its LUMO energy is 0.97 eV. Its molecular weight is 91.15 g/mol. The calculation puts the HOMO energy at -9.66 eV.

Results of the Löwdin charge analysis, in e, for atoms 1 through 6: C -0.132; C -0.319; C -0.116; H 0.067; H 0.064; H 0.067

Q: The lowest largest force on an atom belongs to which entry?
A: C4H13N2O